w | 14
Properties=species:S:1:pos:R:3:lowdin_charge:R:1 method="wB97M-V/def2-TZVPD" smiles=Nc1c[nH]c(N)c1 spin_multiplicity=1 gap_ev=8.465 lumo_ev=1.06
N 1.417 1.800 0.842 0.0706
C 0.779 0.719 0.236 -0.4337
C -0.533 0.530 0.500 -0.0017
C -0.924 -0.710 -0.135 -0.3231
N -2.165 -1.387 -0.120 0.0585
C 0.215 -1.195 -0.746 -0.0960
N 1.278 -0.335 -0.490 0.0578
H 1.582 2.659 0.356 0.0733
H 1.881 1.648 1.717 0.0781
H -0.741 1.384 1.157 0.1139
H -2.328 -1.929 -0.963 0.0789
H -2.942 -0.757 0.016 0.0742
H 0.373 -2.112 -1.306 0.1087
H 2.082 -0.270 -1.091 0.1403

***

x | 14
Properties=species:S:1:pos:R:3:lowdin_charge:R:1 method="wB97M-V/def2-TZVPD" smiles=CNc1cc[nH]n1 spin_multiplicity=1 gap_ev=9.531 lumo_ev=1.11
C -0.244 0.347 2.148 -0.1099
N -0.785 0.869 0.892 -0.0455
C -0.324 0.204 -0.252 -0.4114
N -1.094 -0.625 -0.943 0.0796
N -0.302 -1.058 -1.940 -0.0492
C 0.948 -0.545 -1.890 -0.1121
C 0.977 0.299 -0.806 -0.0335
H 0.664 -0.215 1.930 0.0752
H 0.014 1.152 2.841 0.0692
H -0.936 -0.339 2.649 0.0770
H -1.798 0.848 0.896 0.1063
H -0.678 -1.713 -2.605 0.1438
H 1.701 -0.808 -2.621 0.1106
H 1.791 0.925 -0.468 0.1000

***

y | 14
Properties=species:S:1:pos:R:3:lowdin_charge:R:1 method="wB97M-V/def2-TZVPD" spin_multiplicity=1 gap_ev=8.598 lumo_ev=0.77
C -0.528 -0.330 -2.698 -0.0497
N -0.969 -0.202 -1.279 -0.3860
C 0.044 0.417 -0.437 -0.0862
C -0.110 0.538 0.865 -0.1162
C 0.818 0.033 2.928 -0.0977
N -0.087 0.777 2.057 0.0532
N -2.064 -0.542 -0.875 0.0974
H -1.409 -0.628 -3.262 0.0770
H 0.256 -1.090 -2.772 0.0839
H -0.139 0.629 -3.056 0.0789
H 0.932 0.843 -0.889 0.1050
H 0.493 0.101 3.965 0.0720
H 0.935 -1.013 2.630 0.0830
H 1.784 0.537 2.832 0.0854

***

x comes first in stability; the runner-up is 0.0137 hartree higher.

***

w | 14
Properties=species:S:1:pos:R:3:lowdin_charge:R:1 method="wB97M-V/def2-TZVPD" smiles=Nc1c[nH]c(N)c1 spin_multiplicity=1 gap_ev=8.157 lumo_ev=1.06
N -2.378 -0.482 -0.266 0.0961
C -1.124 -0.025 0.146 -0.4044
C -0.032 -0.842 0.284 -0.0286
C 1.125 -0.030 0.125 -0.3629
N 2.431 -0.560 0.086 0.0649
C 0.702 1.271 0.036 -0.0879
N -0.700 1.269 0.094 0.0559
H -2.274 -1.480 -0.390 0.0803
H -3.220 -0.219 0.228 0.0806
H -0.070 -1.865 0.628 0.1046
H 3.095 0.110 -0.280 0.0761
H 2.455 -1.380 -0.513 0.0808
H 1.260 2.196 0.039 0.1007
H -1.272 2.037 -0.216 0.1438

***

x | 14
Properties=species:S:1:pos:R:3:lowdin_charge:R:1 method="wB97M-V/def2-TZVPD" spin_multiplicity=1 gap_ev=9.260 lumo_ev=0.73
C -1.135 0.681 -0.359 -0.0940
C -1.170 -0.586 0.477 -0.2226
N 0.133 -0.684 1.125 0.0301
C 1.194 -0.274 0.376 -0.4378
N 2.415 -0.555 0.586 0.1387
C 0.748 0.576 -0.782 -0.3074
N 1.160 1.097 -1.808 0.1407
H -0.201 1.003 -1.459 0.1185
H -1.232 1.588 0.241 0.1009
H -1.896 0.669 -1.150 0.1055
H -1.376 -1.458 -0.161 0.1188
H -1.949 -0.537 1.244 0.1162
H 0.312 -1.431 1.781 0.1423
H 2.997 -0.089 -0.111 0.0501

***

y | 14
Properties=species:S:1:pos:R:3:lowdin_charge:R:1 method="wB97M-V/def2-TZVPD" spin_multiplicity=1 gap_ev=7.683 lumo_ev=0.86
C 2.422 -0.012 0.206 -0.0632
N 1.171 0.191 -0.517 -0.0223
C 0.008 0.074 0.058 -0.1597
N -1.491 1.064 -1.463 0.0513
N -2.242 0.339 -0.823 -0.2513
C -1.867 -0.654 0.139 -0.1360
C -0.792 -0.328 1.026 -0.1129
H 2.328 -0.891 0.847 0.0899
H 3.253 -0.150 -0.490 0.0807
H 2.627 0.863 0.834 0.0856
H 1.185 0.764 -1.354 0.1279
H -3.266 0.485 -0.845 0.1290
H -2.591 -1.455 0.275 0.0889
H -0.729 -0.382 2.113 0.0921

***

z | 14
Properties=species:S:1:pos:R:3:lowdin_charge:R:1 method="wB97M-V/def2-TZVPD" spin_multiplicity=1 gap_ev="9.740 / 5.845" lumo_ev="0.35 / -0.77"
C -0.691 1.286 -0.761 -0.0654
C -1.035 -1.161 0.282 -0.0825
N 0.114 -0.929 0.845 -0.0320
C 1.206 -0.364 0.082 -0.3577
N 2.387 -0.687 0.382 0.1432
C 0.601 0.457 -1.122 -0.4177
N 1.147 0.363 -2.214 0.2204
H -1.612 0.945 -1.253 0.0767
H -0.465 2.267 -1.167 0.0662
H -0.898 1.431 0.310 0.0788
H -1.067 -1.328 -0.789 0.0824
H -1.939 -1.165 0.879 0.0782
H 0.149 -0.764 1.847 0.1505
H 3.012 -0.163 -0.238 0.0590

***

w comes first in stability; the runner-up is 0.1359 hartree higher.

***

w | 14
Properties=species:S:1:pos:R:3:lowdin_charge:R:1 method="wB97M-V/def2-TZVPD" smiles="[H]/N=C(/N)C#N.C=C" spin_multiplicity=1 gap_ev=10.777 lumo_ev=0.69
C -2.304 0.133 -0.207 -0.0872
C -1.952 -0.876 0.586 -0.1041
N 0.729 0.965 0.905 0.1366
C 1.448 0.350 0.047 -0.5050
N 0.981 -0.671 -0.723 0.1380
C 2.858 0.683 -0.184 -0.1445
N 3.956 1.007 -0.347 0.1593
H -0.026 -0.788 -0.752 0.0599
H -1.837 1.109 -0.093 0.0425
H -3.062 0.026 -0.980 0.0486
H -2.395 -1.865 0.497 0.0513
H -1.191 -0.729 1.349 0.0383
H 1.266 1.675 1.394 0.0619
H 1.529 -1.019 -1.491 0.1043

***

x | 14
Properties=species:S:1:pos:R:3:lowdin_charge:R:1 method="wB97M-V/def2-TZVPD" smiles=CNc1cc[nH]n1 spin_multiplicity=1 gap_ev=9.169 lumo_ev=1.11
C -1.771 -1.173 -0.680 -0.1203
N -0.595 -0.529 -1.231 -0.0419
C 0.295 0.085 -0.360 -0.3915
N 1.577 0.201 -0.670 0.0655
N 2.133 0.838 0.398 -0.0508
C 1.211 1.157 1.330 -0.1263
C -0.002 0.683 0.900 -0.0301
H -2.414 -0.428 -0.201 0.0744
H -2.344 -1.618 -1.499 0.0786
H -1.546 -1.957 0.061 0.0836
H -0.106 -1.077 -1.926 0.1175
H 2.984 1.353 0.253 0.1398
H 1.527 1.688 2.214 0.1100
H -0.949 0.777 1.411 0.0915

***

x comes first in stability; the runner-up is 0.0292 hartree higher.

***

w | 14
Properties=species:S:1:pos:R:3:lowdin_charge:R:1 method="wB97M-V/def2-TZVPD" spin_multiplicity=1 gap_ev=9.250 lumo_ev=0.65
C -2.152 0.294 -0.547 -0.0920
C -1.200 -0.283 0.492 -0.2438
N -0.156 0.666 0.857 -0.0254
C 1.089 0.562 0.457 -0.0939
N 3.816 -1.042 -0.682 0.0252
C 2.199 0.352 0.006 -0.1100
N 3.481 0.047 -0.168 -0.1025
H -1.630 0.459 -1.491 0.0741
H -2.552 1.258 -0.215 0.0725
H -3.006 -0.360 -0.747 0.0728
H -0.723 -1.210 0.157 0.1197
H -1.748 -0.539 1.401 0.1103
H -0.427 1.438 1.446 0.1414
H 3.010 -1.643 -0.965 0.0517

***

x | 14
Properties=species:S:1:pos:R:3:lowdin_charge:R:1 method="wB97M-V/def2-TZVPD" smiles="[H]/N=C1/CC(N)=CN1" spin_multiplicity=1 gap_ev=8.521 lumo_ev=0.96
N -2.575 -0.419 -0.012 0.1164
C -1.386 -0.003 0.167 -0.4503
C -0.251 -0.995 0.147 -0.0694
C 0.966 -0.123 -0.059 -0.3417
N 2.268 -0.633 -0.074 0.0791
C 0.582 1.157 0.044 -0.0794
N -0.824 1.270 0.302 0.0464
H -0.549 -1.713 -0.620 0.1208
H -3.282 0.308 0.008 0.0356
H -0.182 -1.544 1.093 0.1314
H 2.966 0.061 -0.317 0.0860
H 2.381 -1.460 -0.646 0.0845
H 1.204 2.045 0.080 0.1114
H -1.316 2.049 -0.113 0.1292

***

x comes first in stability; the runner-up is 0.1212 hartree higher.

***

w | 9
Properties=species:S:1:pos:R:3:lowdin_charge:R:1 method="wB97M-V/def2-TZVPD" smiles="C=COC(=S)Cl" spin_multiplicity=1 gap_ev=8.713 lumo_ev=-0.60
C 0.040 -1.493 1.150 0.0445
C 0.053 -0.594 0.171 -0.3165
C -0.154 1.697 -0.807 -1.2603
O -0.201 0.698 0.286 -0.1355
S -0.361 3.284 -0.599 0.7146
Cl 0.098 1.019 -2.289 0.7528
H 0.111 -2.465 0.703 0.0548
H -0.107 -1.220 2.165 0.0569
H 0.520 -0.925 -0.780 0.0886

***

x | 9
Properties=species:S:1:pos:R:3:lowdin_charge:R:1 method="wB97M-V/def2-TZVPD" spin_multiplicity=1 gap_ev=8.635 lumo_ev=-0.38
C -0.389 0.850 -0.174 -0.9002
C -0.123 -0.581 -0.020 -0.1759
C 0.970 -1.214 0.356 -0.5613
H -1.868 1.931 -0.598 0.1094
H -0.925 -1.189 -0.259 0.0917
H 0.957 -2.278 0.365 0.0603
O -1.661 0.966 -0.572 -0.0186
S 0.563 2.125 0.048 0.7338
Cl 2.476 -0.610 0.854 0.6608

***

x comes first in stability; the runner-up is 0.0520 hartree higher.

***

w | 9
Properties=species:S:1:pos:R:3:lowdin_charge:R:1 method="wB97M-V/def2-TZVPD" smiles="O=CS/C=C/Cl" spin_multiplicity=1 gap_ev=10.006 lumo_ev=0.67
C -1.676 0.716 -0.023 -0.5991
C -0.536 0.092 0.076 -0.5315
C 2.116 -0.511 -0.013 -0.5707
H -1.922 1.784 -0.110 0.0710
H -0.582 -0.987 0.164 0.0648
H 1.464 -1.417 0.142 0.0878
O 3.305 -0.386 -0.127 -0.0130
S 1.040 0.925 -0.031 0.9558
Cl -3.210 -0.216 -0.078 0.5349

***

x | 9
Properties=species:S:1:pos:R:3:lowdin_charge:R:1 method="wB97M-V/def2-TZVPD" spin_multiplicity=1 gap_ev=8.945 lumo_ev=-0.81
C -1.048 0.455 0.081 -0.7721
C 0.299 -0.269 0.119 -0.2432
C 1.323 0.492 0.006 -0.5564
H -1.789 -1.843 1.038 0.0846
H 0.312 -1.476 0.229 0.1407
H 1.373 1.634 -0.206 0.1343
O -1.345 1.614 0.075 -0.0003
S -2.592 -0.637 -0.131 0.6025
Cl 2.876 -0.301 -0.047 0.6099

***

w comes first in stability; the runner-up is 0.0740 hartree higher.